(1)
14
Properties=species:S:1:pos:R:3:mulliken_charge:R:1 method="wB97M-V/def2-TZVPD" homo_ev=-9.067 relative_energy_kj_mol=72.0 homo_lumo_gap_ha=0.356 max_force_ev_per_a=2.3 spin_multiplicity=1 smiles="C=C1COC(=O)CS1" total_charge=0
C 2.2957 0.1804 1.3834 -0.87
C 1.3636 0.0656 0.4487 0.45
C 0.9040 1.2551 -0.3496 -0.43
O -0.5072 1.3654 -0.4602 -0.32
C -1.4970 0.4246 -0.4712 0.46
O -2.6515 0.7038 -0.6773 -0.53
C -1.1601 -0.9818 0.0175 -0.34
S 0.5823 -1.4565 0.0075 -0.15
H 2.6937 1.1521 1.5622 0.27
H 2.5827 -0.6755 1.9616 0.30
H 1.3061 1.2089 -1.3588 0.25
H 1.1164 2.2483 0.1056 0.31
H -1.4874 -1.1146 1.0739 0.27
H -1.6956 -1.7332 -0.5376 0.34

---

(2)
18
Properties=species:S:1:pos:R:3:mulliken_charge:R:1 method="wB97M-V/def2-TZVPD" homo_ev=-10.885 relative_energy_kj_mol=375.7 homo_lumo_gap_ha=0.256 max_force_ev_per_a=4.7 spin_multiplicity=1 total_charge=+1
C 2.4557 2.2803 1.9643 -0.42
C 1.0083 1.9097 -0.0057 -0.16
C -1.9576 -1.6153 -0.7105 -0.37
N 1.6681 1.1063 1.9038 -0.39
N 0.9897 0.8418 0.6801 -0.20
N -2.1460 -2.6600 -1.7661 -0.44
S 1.5942 3.4134 0.7613 -0.08
S -0.7661 -0.3664 -1.4543 -0.26
H 2.4326 2.8653 2.9379 0.34
H 3.5811 2.2494 1.5030 0.25
H 0.5539 2.0367 -0.9125 0.29
H -2.9942 -1.1400 -0.6657 0.30
H -1.7916 -2.1583 0.3250 0.35
H 1.8668 0.2368 2.3109 0.22
H 0.0393 -0.3249 -0.3877 0.45
H -2.6375 -2.2895 -2.7419 0.41
H -2.6201 -3.4926 -1.4407 0.35
H -1.2765 -2.8927 -2.3012 0.36

---

(3)
169
Properties=species:S:1:pos:R:3:mulliken_charge:R:1 method="wB97M-V/def2-TZVPD" homo_ev=-10.570 relative_energy_kj_mol=923.3 homo_lumo_gap_ha=0.393 max_force_ev_per_a=7.3 spin_multiplicity=1 total_charge=0
C -11.6764 -7.0478 4.8696 -1.36
C -10.7967 -6.3578 3.8267 0.56
C -11.0627 -4.8744 3.6730 -0.50
O -9.8684 -4.2105 3.7618 -0.30
C -8.9011 -5.0969 4.1247 0.64
O -7.6684 -4.7667 4.2077 -0.58
O -9.4546 -6.3554 4.2628 -0.34
H -11.1148 -7.8826 5.2887 0.34
H -12.5744 -7.4854 4.4334 0.35
H -11.8106 -6.4072 5.7412 0.39
H -10.9368 -6.8381 2.8583 0.25
H -11.8003 -4.5795 4.4194 0.27
H -11.5156 -4.5426 2.7387 0.30
C 9.9811 -0.5388 7.9471 -1.43
C 10.1036 -0.8227 6.4380 0.44
C 10.4414 -2.3085 6.1448 -0.48
O 9.5088 -2.6986 5.1394 -0.34
C 8.6507 -1.7343 4.9149 0.72
O 7.8127 -1.7483 4.0489 -0.58
O 8.7776 -0.8265 5.8624 -0.33
H 9.1582 -1.0727 8.4224 0.37
H 9.6861 0.4814 8.1928 0.35
H 10.8889 -0.7735 8.5028 0.37
H 10.7608 -0.1495 5.8877 0.29
H 10.2274 -2.8732 7.0522 0.30
H 11.4844 -2.4652 5.8697 0.31
C -0.2096 1.1040 0.2810 -1.34
C -1.1694 0.4965 -0.7795 0.37
C -2.3859 -0.1665 -0.1675 -0.48
O -3.5123 0.2606 -1.0139 -0.32
C -3.1768 1.3239 -1.6971 0.69
O -3.8803 2.0056 -2.4446 -0.58
O -1.8651 1.6200 -1.3818 -0.35
H 0.4346 1.8957 -0.1015 0.34
H 0.4850 0.3255 0.5968 0.38
H -0.7533 1.5865 1.0932 0.36
H -0.7987 0.0263 -1.6903 0.34
H -2.4869 0.0781 0.8898 0.27
H -2.3128 -1.2523 -0.1067 0.31
C -12.4261 6.8964 -3.4992 -1.50
C -13.2213 7.8307 -2.6052 0.51
C -14.5155 8.3325 -3.2639 -0.37
O -15.4587 8.0103 -2.2692 -0.32
C -14.9393 7.2464 -1.3304 0.67
O -15.5330 6.8338 -0.3472 -0.57
O -13.6353 7.0945 -1.5250 -0.33
H -11.5477 6.5991 -2.9262 0.37
H -12.0886 7.3589 -4.4267 0.38
H -12.8077 5.9031 -3.7352 0.36
H -12.5588 8.6486 -2.3219 0.23
H -14.7331 7.9157 -4.2473 0.27
H -14.3851 9.4051 -3.4075 0.29
C -0.2283 8.7356 -1.8717 -1.33
C 0.7206 8.8227 -0.7035 0.52
C 2.1678 8.7999 -1.1240 -0.42
O 2.7385 9.7749 -0.2087 -0.35
C 1.8390 10.5756 0.3454 0.69
O 2.0488 11.6414 0.9772 -0.58
O 0.6545 10.0786 -0.0759 -0.37
H -1.2629 9.0298 -1.6952 0.34
H -0.2746 7.6589 -2.0350 0.37
H 0.1112 9.2177 -2.7885 0.33
H 0.4810 8.0022 -0.0270 0.23
H 2.2902 9.0629 -2.1747 0.28
H 2.6099 7.8319 -0.8880 0.28
C 6.8464 6.3975 7.2248 -1.48
C 5.3227 6.1694 7.4243 0.51
C 4.4621 6.2896 6.1936 -0.44
O 3.5704 5.2119 6.3510 -0.29
C 4.0838 4.3596 7.1623 0.68
O 3.6375 3.1833 7.2879 -0.64
O 5.1786 4.8089 7.7451 -0.30
H 7.4889 6.3996 8.1054 0.36
H 7.1447 7.3842 6.8707 0.42
H 7.3680 5.7959 6.4804 0.36
H 5.0132 6.8005 8.2574 0.22
H 5.0076 6.2379 5.2513 0.28
H 3.9350 7.2422 6.1399 0.30
C 1.0323 -4.4422 6.5314 -1.43
C 2.4969 -4.4145 6.9316 0.43
C 2.8516 -4.4003 8.3953 -0.34
O 3.8461 -5.3490 8.4564 -0.33
C 3.9200 -6.0578 7.3533 0.73
O 4.5223 -7.1273 7.1318 -0.62
O 3.1061 -5.5767 6.4845 -0.33
H 0.6017 -3.4468 6.6402 0.38
H 0.4445 -5.2259 7.0093 0.36
H 0.9258 -4.6957 5.4766 0.35
H 3.0172 -3.6232 6.3919 0.26
H 1.9937 -4.7243 8.9845 0.27
H 3.2824 -3.4653 8.7534 0.28
C -4.5454 -7.7598 -2.8204 -1.34
C -3.5149 -8.0280 -3.9453 0.39
C -3.5863 -9.4417 -4.4100 -0.37
O -4.1463 -9.3081 -5.7195 -0.33
C -4.2175 -7.9929 -6.0666 0.69
O -4.6384 -7.6419 -7.1710 -0.57
O -3.8673 -7.2308 -5.0550 -0.35
H -5.5201 -7.9844 -3.2536 0.35
H -4.4887 -6.7098 -2.5333 0.34
H -4.3577 -8.3955 -1.9551 0.37
H -2.5406 -7.7154 -3.5695 0.29
H -4.2281 -10.1008 -3.8254 0.26
H -2.6067 -9.9197 -4.4134 0.27
C 3.2510 -3.5679 -6.2947 -1.43
C 3.3459 -4.6127 -7.3914 0.51
C 4.6478 -5.1580 -7.7656 -0.39
O 4.5401 -6.5716 -7.6804 -0.34
C 3.3868 -6.9204 -7.0105 0.64
O 2.9559 -8.0371 -6.7957 -0.53
O 2.6810 -5.7245 -6.8461 -0.34
H 2.2097 -3.3016 -6.1131 0.34
H 3.7893 -2.6609 -6.5697 0.39
H 3.6911 -3.8933 -5.3520 0.34
H 2.8554 -4.2337 -8.2880 0.22
H 5.3929 -4.8420 -7.0355 0.27
H 4.9080 -4.7135 -8.7263 0.32
C 10.7641 -0.4078 -3.5707 -1.44
C 9.9284 0.1876 -2.4277 0.48
C 10.4652 1.5374 -1.9952 -0.43
O 9.3366 2.4483 -2.1309 -0.33
C 8.3400 1.8423 -2.7470 0.66
O 7.2890 2.3862 -3.0046 -0.55
O 8.7035 0.5206 -3.0775 -0.35
H 10.2338 -1.2952 -3.9163 0.35
H 11.7259 -0.8353 -3.2872 0.39
H 10.8031 0.2634 -4.4286 0.36
H 9.8709 -0.5370 -1.6155 0.28
H 11.3351 1.8967 -2.5450 0.29
H 10.6982 1.3929 -0.9402 0.29
C 0.1213 4.1443 -8.3442 -1.42
C 0.3296 5.4780 -9.1088 0.35
C 1.7598 5.8775 -9.2961 -0.32
O 1.8596 5.9591 -10.7087 -0.34
C 0.7293 5.4621 -11.2889 0.67
O 0.6219 5.2732 -12.4726 -0.55
O -0.1669 5.2476 -10.3973 -0.33
H -0.9367 3.8942 -8.2647 0.36
H 0.5712 4.1678 -7.3517 0.38
H 0.5603 3.2875 -8.8556 0.35
H -0.2813 6.2411 -8.6265 0.28
H 2.4275 5.0926 -8.9408 0.26
H 1.8670 6.7564 -8.6604 0.31
C -8.7927 3.4105 4.3421 -1.46
C -7.8394 3.7086 3.2507 0.53
C -8.3750 4.7205 2.2929 -0.47
O -7.3474 5.5978 2.0539 -0.29
C -6.4648 5.4430 3.0867 0.62
O -5.4485 6.1458 3.2643 -0.58
O -6.7902 4.3696 3.8540 -0.33
H -8.2255 2.8008 5.0453 0.35
H -9.5934 2.8284 3.8858 0.41
H -9.2213 4.2216 4.9307 0.35
H -7.6090 2.8201 2.6628 0.26
H -9.2950 5.2160 2.6028 0.30
H -8.5397 4.0925 1.4174 0.32
C 3.5983 -7.3789 -0.3247 -1.43
C 5.0365 -7.8266 -0.0154 0.42
C 5.3283 -9.3059 -0.1974 -0.37
O 6.4159 -9.3052 -1.1328 -0.32
C 6.6388 -8.0426 -1.5798 0.68
O 7.4829 -7.7141 -2.4880 -0.60
O 5.7836 -7.1883 -1.0223 -0.32
H 3.5206 -6.2949 -0.4083 0.33
H 2.8910 -7.7527 0.4156 0.38
H 3.3019 -7.7485 -1.3063 0.38
H 5.3165 -7.5470 1.0002 0.28
H 4.4210 -9.6386 -0.7016 0.27
H 5.6392 -9.8146 0.7151 0.31

---

(4)
69
Properties=species:S:1:pos:R:3:mulliken_charge:R:1 method="wB97M-V/def2-TZVPD" homo_ev="-4.552 / -5.647" relative_energy_kj_mol=63.6 homo_lumo_gap_ha="0.265 / 0.286" max_force_ev_per_a=0.4 spin_multiplicity=2 s_squared=0.767 total_charge=-1
Sc 0.0533 0.1615 0.5697 -0.69
C -3.2796 -2.8658 0.5493 -1.64
C -2.2586 -2.1066 1.1292 -0.33
N -1.7816 -1.2316 0.2568 0.90
N -2.4881 -1.3874 -0.8862 -0.08
C -3.3857 -2.3760 -0.7356 0.05
B -2.0506 -0.5443 -2.0982 0.85
N -0.5981 -0.9312 -2.4736 0.10
C -0.1043 -1.6764 -3.4790 -0.06
C 1.2628 -1.7637 -3.3226 -1.52
C 1.5247 -1.0298 -2.1605 -0.28
N 0.4011 -0.5501 -1.6528 0.61
N -2.0781 0.9634 -1.7232 0.51
C -2.8261 1.9376 -2.2691 -0.02
C -2.4920 3.1349 -1.6703 -1.56
C -1.5056 2.7907 -0.7407 -0.61
N -1.2740 1.4866 -0.7775 0.61
N -2.9365 -0.7216 -3.3327 0.36
C -2.6274 -0.3010 -4.5822 -0.29
C -3.7626 -0.3673 -5.3523 -1.00
C -4.7334 -0.8779 -4.4724 -0.31
N -4.2418 -1.0598 -3.2609 -1.14
H -3.8618 -3.6474 1.0035 0.42
H -1.8531 -2.1525 2.1274 0.44
H -4.0466 -2.6310 -1.5433 0.54
H -0.7535 -2.0923 -4.2298 0.65
H 1.9621 -2.2869 -3.9501 0.42
H 2.4536 -0.8458 -1.6468 0.38
H -3.5482 1.7115 -3.0356 0.35
H -2.9046 4.1073 -1.8704 0.43
H -0.9436 3.4041 -0.0526 0.73
H -1.6341 0.0433 -4.8181 0.59
H -3.8696 -0.1038 -6.3898 0.42
H -5.7705 -1.1025 -4.6640 0.47
O 1.7421 1.1538 0.2271 -0.27
C 2.8002 1.6659 0.8098 0.11
C 4.0810 1.3812 0.3033 -0.50
C 5.2158 1.8272 0.9515 -0.58
C 5.1265 2.5788 2.1185 -0.72
C 3.8737 2.8948 2.6148 -0.64
C 2.7118 2.4775 1.9643 0.29
C 1.4144 2.8484 2.5173 0.30
N 0.4058 3.3779 1.8421 -0.32
C -0.5960 3.5512 2.7244 -0.84
C -0.2681 2.9318 4.0329 0.28
N 1.1459 2.7196 3.8651 -0.10
H 4.1512 0.7754 -0.5904 0.36
H 6.1892 1.5739 0.5470 0.40
H 6.0189 2.9151 2.6297 0.38
H 3.7796 3.4981 3.5102 0.42
H -1.5694 3.9165 2.4417 0.40
H -0.5153 3.5145 4.9217 0.25
H 1.5866 1.9670 4.3726 0.34
O -0.9827 1.6878 4.3271 -0.43
S -1.2127 0.5355 3.2433 1.02
O -1.9055 -0.4625 3.9900 -0.62
O -1.8855 1.0966 2.0856 -0.54
O 0.1462 0.1334 2.7774 -0.56
F 0.1666 -3.1730 -0.7363 -0.46
C 1.0897 -3.0551 0.2514 0.29
C 1.2540 -1.8617 0.9292 1.55
C 2.2824 -1.8879 1.8547 -0.13
F 2.5755 -0.7903 2.5928 -0.35
C 3.0841 -2.9924 2.1174 -0.31
F 4.0687 -2.9507 3.0330 -0.33
C 2.8610 -4.1624 1.4126 0.97
F 3.6181 -5.2506 1.6377 -0.35
C 1.8537 -4.1952 0.4665 -0.29
F 1.6446 -5.3278 -0.2318 -0.33

---

Please write out number 4 again, unchanged.
69
Properties=species:S:1:pos:R:3:mulliken_charge:R:1 method="wB97M-V/def2-TZVPD" homo_ev="-4.552 / -5.647" relative_energy_kj_mol=63.6 homo_lumo_gap_ha="0.265 / 0.286" max_force_ev_per_a=0.4 spin_multiplicity=2 s_squared=0.767 total_charge=-1
Sc 0.0533 0.1615 0.5697 -0.69
C -3.2796 -2.8658 0.5493 -1.64
C -2.2586 -2.1066 1.1292 -0.33
N -1.7816 -1.2316 0.2568 0.90
N -2.4881 -1.3874 -0.8862 -0.08
C -3.3857 -2.3760 -0.7356 0.05
B -2.0506 -0.5443 -2.0982 0.85
N -0.5981 -0.9312 -2.4736 0.10
C -0.1043 -1.6764 -3.4790 -0.06
C 1.2628 -1.7637 -3.3226 -1.52
C 1.5247 -1.0298 -2.1605 -0.28
N 0.4011 -0.5501 -1.6528 0.61
N -2.0781 0.9634 -1.7232 0.51
C -2.8261 1.9376 -2.2691 -0.02
C -2.4920 3.1349 -1.6703 -1.56
C -1.5056 2.7907 -0.7407 -0.61
N -1.2740 1.4866 -0.7775 0.61
N -2.9365 -0.7216 -3.3327 0.36
C -2.6274 -0.3010 -4.5822 -0.29
C -3.7626 -0.3673 -5.3523 -1.00
C -4.7334 -0.8779 -4.4724 -0.31
N -4.2418 -1.0598 -3.2609 -1.14
H -3.8618 -3.6474 1.0035 0.42
H -1.8531 -2.1525 2.1274 0.44
H -4.0466 -2.6310 -1.5433 0.54
H -0.7535 -2.0923 -4.2298 0.65
H 1.9621 -2.2869 -3.9501 0.42
H 2.4536 -0.8458 -1.6468 0.38
H -3.5482 1.7115 -3.0356 0.35
H -2.9046 4.1073 -1.8704 0.43
H -0.9436 3.4041 -0.0526 0.73
H -1.6341 0.0433 -4.8181 0.59
H -3.8696 -0.1038 -6.3898 0.42
H -5.7705 -1.1025 -4.6640 0.47
O 1.7421 1.1538 0.2271 -0.27
C 2.8002 1.6659 0.8098 0.11
C 4.0810 1.3812 0.3033 -0.50
C 5.2158 1.8272 0.9515 -0.58
C 5.1265 2.5788 2.1185 -0.72
C 3.8737 2.8948 2.6148 -0.64
C 2.7118 2.4775 1.9643 0.29
C 1.4144 2.8484 2.5173 0.30
N 0.4058 3.3779 1.8421 -0.32
C -0.5960 3.5512 2.7244 -0.84
C -0.2681 2.9318 4.0329 0.28
N 1.1459 2.7196 3.8651 -0.10
H 4.1512 0.7754 -0.5904 0.36
H 6.1892 1.5739 0.5470 0.40
H 6.0189 2.9151 2.6297 0.38
H 3.7796 3.4981 3.5102 0.42
H -1.5694 3.9165 2.4417 0.40
H -0.5153 3.5145 4.9217 0.25
H 1.5866 1.9670 4.3726 0.34
O -0.9827 1.6878 4.3271 -0.43
S -1.2127 0.5355 3.2433 1.02
O -1.9055 -0.4625 3.9900 -0.62
O -1.8855 1.0966 2.0856 -0.54
O 0.1462 0.1334 2.7774 -0.56
F 0.1666 -3.1730 -0.7363 -0.46
C 1.0897 -3.0551 0.2514 0.29
C 1.2540 -1.8617 0.9292 1.55
C 2.2824 -1.8879 1.8547 -0.13
F 2.5755 -0.7903 2.5928 -0.35
C 3.0841 -2.9924 2.1174 -0.31
F 4.0687 -2.9507 3.0330 -0.33
C 2.8610 -4.1624 1.4126 0.97
F 3.6181 -5.2506 1.6377 -0.35
C 1.8537 -4.1952 0.4665 -0.29
F 1.6446 -5.3278 -0.2318 -0.33

---

What did the first record say?
14
Properties=species:S:1:pos:R:3:mulliken_charge:R:1 method="wB97M-V/def2-TZVPD" homo_ev=-9.067 relative_energy_kj_mol=72.0 homo_lumo_gap_ha=0.356 max_force_ev_per_a=2.3 spin_multiplicity=1 smiles="C=C1COC(=O)CS1" total_charge=0
C 2.2957 0.1804 1.3834 -0.87
C 1.3636 0.0656 0.4487 0.45
C 0.9040 1.2551 -0.3496 -0.43
O -0.5072 1.3654 -0.4602 -0.32
C -1.4970 0.4246 -0.4712 0.46
O -2.6515 0.7038 -0.6773 -0.53
C -1.1601 -0.9818 0.0175 -0.34
S 0.5823 -1.4565 0.0075 -0.15
H 2.6937 1.1521 1.5622 0.27
H 2.5827 -0.6755 1.9616 0.30
H 1.3061 1.2089 -1.3588 0.25
H 1.1164 2.2483 0.1056 0.31
H -1.4874 -1.1146 1.0739 0.27
H -1.6956 -1.7332 -0.5376 0.34